A | Molecular formula: C8H10N2O2
Method: DFT, wB97M-V/def2-TZVPD

Values from the calculation:
highest occupied orbital energy = -0.3228 Eh
frontier orbital gap = 9.500 eV
structure (SMILES) = [H]/N=C(/NO)c1cccc(OC)c1

Last column: Mulliken charge in e.
Positions of all 22 atoms, in Å:
H1 -2.6973 -0.3410 1.4867  0.29
N1 -2.9044 -1.2022 1.0406  -0.77
C1 -2.0686 -1.5347 0.1651  0.18
N2 -1.9305 -2.7151 -0.5171  -0.23
O1 -1.3793 -2.5914 -1.9379  -0.45
C2 -0.8569 -0.6412 -0.1877  0.59
C3 -0.4535 -0.3576 -1.5312  -0.10
C4 0.6687 0.5537 -1.5996  -0.75
C5 1.2442 0.9264 -0.4247  -0.16
C6 0.6578 0.9332 0.8178  0.83
O2 1.0985 1.8905 1.7598  -0.38
C7 2.4482 2.3791 1.5610  -0.92
C8 -0.3628 0.0213 1.0643  -1.36
H2 -2.8791 -3.2393 -0.7606  0.33
H3 -0.5969 -3.0363 -1.9995  0.33
H4 -0.5134 -0.8374 -2.5450  0.27
H5 1.3166 0.5395 -2.4883  0.29
H6 2.1625 1.6059 -0.5366  0.24
H7 3.2140 1.6203 1.2997  0.35
H8 2.3789 2.9617 2.5514  0.25
H9 2.2601 3.2119 0.8542  0.41
H10 -0.8069 -0.1476 1.9278  0.75


B | Molecular formula: C8H10N2O2
Method: DFT, wB97M-V/def2-TZVPD

Values from the calculation:
highest occupied orbital energy = -0.3335 Eh
frontier orbital gap = 9.109 eV
structure (SMILES) = COc1nc(C)cnc1C(C)=O

Last column: Mulliken charge in e.
Positions of all 22 atoms, in Å:
C1 0.3708 3.0071 0.0330  -0.73
O1 -0.5925 1.9654 -0.1601  -0.34
C2 -0.1464 0.7021 -0.1467  0.77
N1 1.1966 0.5463 -0.0818  -0.43
C3 1.7676 -0.7069 -0.0482  0.50
C4 3.3024 -0.7760 0.0428  -1.09
C5 0.8646 -1.7914 -0.1663  -0.63
N2 -0.4258 -1.5689 -0.0093  -0.54
C6 -0.9963 -0.4384 -0.0822  0.38
C7 -2.5197 -0.2612 0.0399  0.67
C8 -3.3672 -1.4139 0.0127  -1.12
O2 -3.0469 0.8745 -0.0722  -0.60
H1 0.9156 2.7402 0.8748  0.36
H2 1.0018 3.1813 -0.8253  0.31
H3 0.0062 4.0851 0.3141  0.22
H4 3.7920 -1.3335 0.9102  0.27
H5 3.7003 0.2316 0.1220  0.32
H6 3.8491 -1.2623 -0.8422  0.25
H7 1.0784 -2.7666 -0.1146  0.50
H8 -4.3870 -1.0314 -0.0957  0.38
H9 -3.1176 -2.2201 -0.7918  0.28
H10 -3.2462 -1.7631 1.0869  0.26


Stability, descending: B, A


A | Molecular formula: C6H16N2
Method: DFT, wB97M-V/def2-TZVPD

Values from the calculation:
highest occupied orbital energy = -0.3069 Eh
frontier orbital gap = 8.731 eV

Last column: Mulliken charge in e.
Positions of all 24 atoms, in Å:
N1 -3.1241 -0.5527 1.4085  -0.56
C1 -2.6171 0.0198 0.1477  0.67
C2 -2.0082 1.3775 0.4976  -1.20
C3 -2.7623 -0.4965 -1.0896  -0.88
N2 0.9979 0.0766 1.2473  -0.59
C4 1.5190 0.9464 0.3677  0.04
C5 2.9122 0.7217 -0.2381  -0.37
C6 3.2123 -0.7411 -0.2145  -1.17
H1 -2.4018 -0.5665 2.1789  0.23
H2 -3.6205 -1.4612 1.4284  0.23
H3 -0.0498 -1.8618 -1.3455  -0.08
H4 -2.8090 1.8402 1.0950  0.39
H5 -1.7753 1.9369 -0.4090  0.28
H6 -1.1212 1.2026 1.1453  0.29
H7 -2.2966 -0.0316 -1.9966  0.30
H8 -2.8926 -1.6228 -1.0688  0.26
H9 0.1607 -1.6407 -1.9168  0.07
H10 1.4034 2.0441 0.3326  0.36
H11 0.9793 -0.1414 -0.0455  0.07
H12 2.9065 1.0449 -1.2719  0.28
H13 3.5858 1.4750 0.2433  0.39
H14 4.2283 -0.9857 0.2798  0.29
H15 2.5513 -1.2915 0.4545  0.45
H16 3.0218 -1.2921 -1.2304  0.26


B | Molecular formula: C6H16N2
Method: DFT, wB97M-V/def2-TZVPD

Values from the calculation:
highest occupied orbital energy = -0.2927 Eh
frontier orbital gap = 9.068 eV
structure (SMILES) = CCN(C)[C@@H](C)CN

Last column: Mulliken charge in e.
Positions of all 24 atoms, in Å:
C1 1.5769 -2.1846 0.8360  -1.24
C2 0.2623 -1.4752 0.5244  -0.59
N1 0.3138 -0.0381 0.8093  0.13
C3 -0.4054 0.2974 2.0020  -1.15
C4 0.0161 0.8664 -0.3133  0.15
C5 1.2102 0.9833 -1.2845  -1.42
C6 -1.2761 0.5107 -1.0394  -0.45
N2 -1.9370 1.6417 -1.6364  -0.45
H1 2.1946 -2.1211 -0.0636  0.27
H2 1.4658 -3.2196 1.1439  0.35
H3 2.1389 -1.6099 1.5754  0.31
H4 0.0056 -1.6208 -0.5327  0.35
H5 -0.6374 -1.9237 0.9748  0.50
H6 -1.4886 0.3820 1.8042  0.36
H7 -0.1654 -0.2619 2.9044  0.39
H8 -0.0893 1.2721 2.4252  0.33
H9 -0.0680 1.8655 0.1209  0.23
H10 2.0390 1.3549 -0.6822  0.38
H11 0.9212 1.6648 -2.0790  0.41
H12 1.5101 -0.0289 -1.5715  0.26
H13 -1.9792 0.0279 -0.3502  0.44
H14 -1.1731 -0.3372 -1.7427  0.16
H15 -1.5567 2.1221 -2.4197  0.14
H16 -2.8781 1.8323 -1.4053  0.15


C | Molecular formula: C6H16N2
Method: DFT, wB97M-V/def2-TZVPD

Values from the calculation:
highest occupied orbital energy = -0.2973 Eh
frontier orbital gap = 9.176 eV
structure (SMILES) = CCN[C@@H](C)CCN

Last column: Mulliken charge in e.
Positions of all 24 atoms, in Å:
C1 -2.5144 -1.2201 1.1215  -1.05
C2 -1.0584 -1.6589 1.3574  -0.35
N1 -0.3574 -0.4316 1.1642  -0.29
C3 0.0616 -0.3652 -0.2971  0.18
C4 -0.7248 0.3680 -1.3068  -1.11
C5 1.5711 0.0143 -0.3491  -0.75
C6 1.8777 1.3563 0.0430  -0.76
N2 2.2914 2.1035 -1.2213  -0.54
H1 -2.5895 -1.1595 0.0929  0.29
H2 -3.1774 -2.0912 1.4161  0.36
H3 -2.8915 -0.3676 1.7306  0.26
H4 -0.6673 -2.3544 0.6963  0.35
H5 -1.0988 -2.0836 2.3592  0.31
H6 -0.8038 0.5473 1.4853  0.33
H7 0.1449 -1.5150 -0.5757  0.12
H8 -0.5959 1.4367 -1.1166  0.24
H9 -0.0217 0.2615 -2.2379  0.29
H10 -1.7878 0.0691 -1.3548  0.30
H11 1.9814 -0.8745 0.2141  0.30
H12 1.9511 -0.1867 -1.4185  0.38
H13 1.0414 1.9491 0.3543  0.27
H14 2.4815 1.4945 0.8590  0.49
H15 3.2961 2.4170 -1.0729  0.19
H16 1.5903 2.2910 -1.9432  0.18


D | Molecular formula: C6H16N2
Method: DFT, wB97M-V/def2-TZVPD

Values from the calculation:
highest occupied orbital energy = -0.2470 Eh
frontier orbital gap = 3.510 eV

Last column: Mulliken charge in e.
Positions of all 24 atoms, in Å:
N1 -1.4766 0.9674 0.3272  -0.64
C1 -0.2521 0.1910 0.1434  -0.38
C2 0.9279 1.0835 0.2503  -0.59
N2 2.0262 0.1651 -0.0910  -0.31
C3 -3.3647 -1.0736 0.6201  -0.73
C4 -4.0863 -1.2254 -0.8331  -0.86
C5 3.2187 0.5729 0.5153  -0.30
C6 4.4427 0.0137 -0.3726  -1.13
H1 -3.2956 -1.1382 -1.5965  0.25
H2 -1.7874 1.2078 -0.6103  0.33
H3 -0.2280 -0.1866 -0.8627  0.29
H4 -0.0964 -0.4802 0.9898  0.30
H5 1.0342 1.2688 1.3520  0.33
H6 0.8256 1.9890 -0.3351  0.33
H7 -4.2217 -0.8085 1.2444  0.34
H8 -2.2522 0.0031 0.5198  0.30
H9 -3.0089 -2.0688 0.8934  0.28
H10 -4.6093 -0.2872 -0.8714  0.27
H11 -4.6524 -2.0630 -1.3192  0.33
H12 3.3530 0.3163 1.6031  0.35
H13 3.3676 1.6515 0.4215  0.30
H14 4.4906 0.5994 -1.3226  0.28
H15 4.1765 -0.9791 -0.7264  0.35
H16 5.4686 0.2809 0.0608  0.33


Stability, descending: B, C, A, D


A | Molecular formula: C6H16N2
Method: DFT, wB97M-V/def2-TZVPD

Values from the calculation:
highest occupied orbital energy = -0.3099 Eh
frontier orbital gap = 9.526 eV
structure (SMILES) = CCCNCCCN

Last column: Mulliken charge in e.
Positions of all 24 atoms, in Å:
C1 0.3821 2.6042 1.3835  -0.77
C2 0.7534 2.8307 -0.0995  -0.63
C3 1.2977 1.6168 -0.8648  -0.66
N1 0.3433 0.5218 -0.9607  -0.27
C4 0.4528 -0.6701 -0.1194  -0.51
C5 -0.4366 -1.7586 -0.6938  -0.45
C6 -0.6955 -2.9331 0.2516  -0.66
N2 -2.0463 -3.4235 0.3234  -0.66
H1 -0.4887 3.2223 1.5948  0.29
H2 1.2237 2.7556 2.0526  0.30
H3 0.0281 1.5793 1.4568  0.09
H4 1.4691 3.6599 -0.1604  0.36
H5 -0.1276 3.2431 -0.6062  0.34
H6 2.2446 1.3376 -0.4064  0.33
H7 1.4085 1.9849 -1.8511  0.33
H8 -0.6062 0.8673 -0.9172  0.25
H9 0.1229 -0.4668 0.9131  0.17
H10 1.5150 -0.9151 -0.0331  0.32
H11 -1.3484 -1.2246 -0.8958  0.26
H12 -0.0445 -2.0851 -1.6593  0.30
H13 -0.0237 -3.7514 -0.0142  0.35
H14 -0.4283 -2.6462 1.2610  0.43
H15 -2.3513 -3.6715 -0.6111  0.25
H16 -2.6441 -2.6774 0.6562  0.24


B | Molecular formula: C6H16N2
Method: DFT, wB97M-V/def2-TZVPD

Values from the calculation:
highest occupied orbital energy = -0.3280 Eh
frontier orbital gap = 9.980 eV
structure (SMILES) = C/C=C/C.NCCN

Last column: Mulliken charge in e.
Positions of all 24 atoms, in Å:
C1 -0.2773 2.0813 1.5180  -1.17
C2 -1.1811 1.3093 0.6138  0.19
C3 -2.3760 1.6967 0.1893  -0.14
C4 -3.2681 0.8582 -0.6808  -1.09
H1 0.0191 1.4539 2.3623  0.28
H2 0.6264 2.4209 1.0143  0.26
H3 -0.7907 2.9492 1.9337  0.35
H4 -0.8203 0.3394 0.2789  0.13
H5 -2.7505 2.6670 0.5118  0.29
H6 -2.7075 0.0098 -1.0736  0.30
H7 -3.6770 1.4385 -1.5081  0.31
H8 -4.1079 0.4702 -0.1015  0.28
N1 2.8480 -0.8820 -1.8192  -0.67
C5 1.9697 -0.7641 -0.6553  -0.18
C6 1.3920 -2.1252 -0.3284  -0.65
N2 0.4629 -2.0323 0.7904  -0.48
H9 3.6177 -1.5137 -1.6106  0.22
H10 3.2592 0.0210 -2.0378  0.24
H11 1.1625 -0.0780 -0.9109  0.16
H12 2.4785 -0.3574 0.2267  0.26
H13 0.8497 -2.4865 -1.2006  0.31
H14 2.2242 -2.8209 -0.1438  0.40
H15 0.1011 -2.9517 1.0127  0.22
H16 0.9456 -1.7039 1.6187  0.18


C | Molecular formula: C6H16N2
Method: DFT, wB97M-V/def2-TZVPD

Values from the calculation:
highest occupied orbital energy = -0.3036 Eh
frontier orbital gap = 9.407 eV
structure (SMILES) = CCCNCCNC

Last column: Mulliken charge in e.
Positions of all 24 atoms, in Å:
C1 2.2617 -1.6296 -1.0720  -0.99
C2 1.6572 -1.6024 0.2916  -0.65
C3 0.2032 -2.1818 0.5114  -0.68
N1 -0.8631 -1.1543 0.5488  -0.35
C4 -0.5188 0.1046 -0.1925  0.21
C5 -0.6769 1.3031 0.7732  -0.88
N2 -0.8050 2.5293 0.0287  -0.31
C6 -2.2136 2.7586 -0.3605  -1.02
H1 2.6109 -2.6939 -1.2692  0.33
H2 1.5291 -1.4255 -1.9503  0.25
H3 3.2330 -1.1385 -1.4013  0.31
H4 1.8683 -0.5688 0.6416  0.31
H5 2.3820 -2.0779 0.9813  0.42
H6 0.2109 -2.7819 1.3609  0.42
H7 0.1961 -2.9362 -0.1932  0.32
H8 -1.2087 -0.9263 1.4920  0.28
H9 -1.2075 0.1552 -1.0450  0.19
H10 0.4913 -0.1115 -0.6746  -0.07
H11 0.2189 1.4078 1.3969  0.35
H12 -1.4515 1.1010 1.4713  0.32
H13 -0.3388 3.4012 0.2992  0.25
H14 -2.1589 3.2254 -1.2633  0.40
H15 -2.6879 3.4671 0.2562  0.34
H16 -2.7318 1.7754 -0.6310  0.27


Stability, descending: A, B, C


A | Molecular formula: CH2N2O3
Method: DFT, wB97M-V/def2-TZVPD

Values from the calculation:
highest occupied orbital energy = -0.3572 Eh
frontier orbital gap = 9.525 eV
structure (SMILES) = O=NN=O.C=O

Last column: Mulliken charge in e.
Positions of all 8 atoms, in Å:
O1 -1.0698 1.5351 0.8102  -0.52
N1 -1.6516 0.6201 0.2950  0.45
N2 -1.9819 0.0897 -0.6568  0.61
O2 -2.5632 -0.7592 -1.2429  -0.55
C1 1.8049 -0.3108 0.2280  -0.09
O3 0.6245 -0.4885 0.1689  -0.34
H1 2.4245 -0.0088 -0.6516  0.20
H2 2.4126 -0.6778 1.0493  0.23


B | Molecular formula: CH2N2O3
Method: DFT, wB97M-V/def2-TZVPD

Values from the calculation:
highest occupied orbital energy (spin up / spin down) = -0.3505 / -0.3505 Eh
frontier orbital gap (spin up / spin down) = 9.420 / 9.417 eV

Last column: Mulliken charge in e.
Positions of all 8 atoms, in Å:
C1 -1.0706 -0.6499 0.1705  0.05
N1 0.2869 -0.6938 -0.1174  -0.28
N2 1.2694 0.9243 -0.0247  0.89
O1 2.2271 0.7800 0.6359  -0.47
O2 0.8488 1.5742 -0.8930  -0.41
O3 -0.6259 -0.3106 -1.0692  -0.23
H1 -1.4333 -1.6417 0.2870  0.24
H2 -1.5025 0.0175 1.0109  0.21


Stability, descending: A, B